ORCA calculation (wB97M-V/def2-TZVPD) on a structure of composition C11H26LuN6O7.

Positions of all 51 atoms, in Å:
O -0.0381 -0.1686 -4.5939
H -0.2650 -0.0345 -5.5406
Lu 0.1736 -0.0568 -0.3663
N 0.5124 1.8698 1.0464
N 1.4370 1.6330 -1.1604
N -1.1983 -1.3005 1.0989
N -0.4519 -2.0504 -1.2234
O 0.0046 1.6730 2.2249
O -1.4710 -0.8579 2.3964
O 0.0909 -2.5535 -2.4265
O 2.1023 0.5574 -1.5912
C 2.1036 2.5920 -0.4386
C 1.4738 2.8105 0.8094
C -1.4254 -2.5946 0.8448
C -0.9008 -3.0367 -0.4349
C 1.8850 3.8657 1.7638
H 2.1577 3.4070 2.7255
H 1.0604 4.5802 1.9085
H 2.7520 4.4231 1.3798
C 3.2974 3.2678 -0.9835
H 3.1229 3.5115 -2.0322
H 4.1812 2.6247 -0.9469
H 3.5452 4.1750 -0.4343
C -2.0756 -3.5519 1.7968
C -0.9904 -4.4388 -0.9267
H -2.6661 -3.0341 2.5584
H -1.3583 -4.2043 2.3260
H -2.7545 -4.2112 1.2404
H -0.2475 -4.6127 -1.7102
H -1.9943 -4.6257 -1.3363
H -0.8108 -5.1421 -0.1060
H -1.0044 0.0191 2.4730
H 0.2426 -1.7732 -3.0209
C -0.9307 0.6934 -3.8525
H -0.3101 1.3800 -3.2646
H -1.5200 0.0419 -3.1903
H -1.6277 1.2748 -4.4881
O -1.9072 1.1471 -0.4841
H -2.7091 0.6793 -0.1476
H -1.8643 1.9875 0.0230
C 2.3315 -2.6337 3.1272
N 3.2136 -1.9185 2.2284
C 2.8643 -1.1810 1.1654
N 3.8639 -0.6955 0.3948
O 1.6412 -0.9524 0.8945
H 2.5865 -2.3415 4.1585
H 2.5138 -3.7159 3.0164
H 1.2705 -2.4271 2.9402
H 4.1981 -2.0035 2.4060
H 3.6273 -0.1560 -0.4290
H 4.8159 -0.9173 0.6428

Atoms 1-6, force components in eV/Å:
O -0.891 0.581 -0.884
H 0.500 -0.417 0.929
Lu 2.121 3.494 0.067
N 0.801 -0.825 0.228
N -0.176 0.415 0.679
N -0.446 -2.514 1.255

Summary:
* gap between HOMO and LUMO (spin up / spin down): 5.42 / 4.92 eV
* charge: +1
* ΔE to the lowest compared entry with this formula, charge and spin: 65.2 kJ/mol
* E_LUMO (spin up / spin down): -4.291 / -4.292 eV
* HOMO energy (spin up / spin down): -0.35683 / -0.33866 hartree